C4H11N4 | the ωB97M-V functional and the def2-TZVPD basis

Last column: natural (NBO) charge in e.
Element x y z (Å)
N  0.8013  2.8559  -0.0653  -0.647
N  -0.2959  -1.0380  -0.4842  -0.357
N  1.0173  0.4836  0.0568  -0.190
N  1.4679  1.7026  0.3032  -0.244
C  -1.0479  -2.2571  -0.5507  -0.421
C  0.6619  -0.6061  -1.4592  -0.051
C  -0.0819  -0.1617  0.4808  0.533
C  -0.8038  0.0216  1.7495  -0.704
H  -0.1610  2.8720  0.2538  0.367
H  0.3079  0.0692  -2.2233  0.222
H  -1.6235  -2.2821  -1.4762  0.234
H  -0.9242  1.0760  1.9918  0.268
H  -1.7262  -2.3298  0.2961  0.236
H  2.4752  1.7897  0.1847  0.397
H  0.8738  3.1082  -1.0491  0.363
H  -0.3732  -3.1164  -0.5400  0.231
H  1.4350  -1.3039  -1.7448  0.225
H  -0.2234  -0.4262  2.5590  0.282
H  -1.7791  -0.4575  1.7174  0.258

Computed properties:
LUMO energy: -3.5 eV
total charge: +1

---

C41H56AgN3OPS | the ωB97M-V functional and the def2-TZVPD basis

Last column: Mulliken charge in e.
Element x y z (Å)
Ag  0.9596  -0.5501  0.3882  -0.441
S  -1.6314  -3.1017  0.8377  -0.171
P  4.2652  -0.6433  1.2578  1.449
O  3.0170  -1.4623  1.3561  -0.851
N  0.8415  1.7997  0.8031  1.144
N  -1.1005  -1.6340  0.7665  0.255
N  0.8822  0.2564  -1.7506  1.061
C  -5.4150  -3.0019  3.3865  -0.404
C  -0.9213  0.6852  3.6821  -1.629
C  1.8500  -2.1073  -3.2615  0.139
C  1.0555  4.0351  1.8852  -0.648
C  -3.1392  -3.6932  3.0480  -0.494
C  0.9997  2.5922  1.8802  0.463
C  2.0867  4.0143  4.1054  -1.596
C  1.1452  1.9746  3.1847  -0.224
C  -4.3054  -2.4866  1.3165  -0.234
C  -1.5257  0.2177  -4.5693  0.066
C  -3.6440  -5.0796  -2.0754  -0.566
C  -1.0071  -0.7855  -5.3718  -1.869
C  4.0444  1.1021  0.9425  -0.577
C  -4.2729  -3.6355  3.8495  -0.534
C  5.2337  -0.7416  2.7827  -1.351
C  0.2084  -0.1356  -2.8757  -1.304
C  -3.1506  1.0034  -2.1569  -1.689
C  -3.3638  -4.3075  -3.2011  -0.626
C  -2.5664  -3.1808  -3.0955  -0.421
C  -3.1640  -3.1247  1.7856  0.375
C  0.0643  -1.5227  -4.8782  -0.897
C  5.3845  -1.2296  -0.0301  -1.011
C  0.5831  0.5864  3.4014  3.715
C  -3.1329  -4.7165  -0.8423  -0.486
C  -0.9913  4.3735  0.3628  -0.967
C  3.1472  -1.3176  -3.0701  -1.124
C  1.6646  4.6738  2.9645  -0.278
C  1.1548  2.3176  -0.4485  -0.230
C  -1.7621  2.9168  -2.9975  -1.753
C  -0.9745  0.5269  -3.3308  1.141
C  -5.4299  -2.4251  2.1207  -0.659
C  1.5546  -2.9977  -2.0518  -0.930
C  -1.7247  1.4980  -2.4296  1.750
C  -2.0439  -2.8122  -1.8581  0.472
C  0.2851  4.9777  0.9469  0.212
C  0.6695  -1.2388  -3.6623  1.732
C  1.1084  5.7463  -0.0957  -1.504
C  1.2796  -0.2433  4.4706  -1.399
C  -2.3470  -3.5725  -0.7468  -0.193
C  1.1202  1.6201  -1.6079  -0.574
C  1.7316  2.6680  4.2231  -0.078
H  1.5184  3.3342  -0.5051  -0.416
H  4.6375  -0.3288  3.5969  0.280
H  1.9339  6.2686  0.3942  0.349
H  -2.2330  -4.1687  3.4045  0.416
H  -1.2063  1.5294  -1.4726  -0.684
H  -1.8158  -0.9742  0.4617  -0.086
H  -0.7520  3.3164  -3.0982  0.307
H  4.8886  -1.1271  -0.9946  0.063
H  -3.3559  -5.3046  0.0412  0.447
H  -2.3278  3.5847  -2.3425  0.436
H  1.5353  5.1211  -0.8786  0.266
H  5.4559  -1.7863  3.0016  0.365
H  3.3755  -0.7289  -3.9618  0.310
H  -3.6479  1.6592  -1.4364  0.466
H  -0.7939  3.5668  -0.3399  -0.155
H  -4.2582  -4.0776  4.8374  0.386
H  2.5676  4.5440  4.9181  0.347
H  -6.2964  -2.9504  4.0129  0.370
H  3.4953  1.2460  0.0067  -0.016
H  -1.4354  -1.0054  -6.3427  0.296
H  -1.5616  5.1496  -0.1577  0.561
H  1.3632  2.1741  -2.5204  -0.045
H  -1.6129  3.9729  1.1678  0.257
H  -0.0658  5.7605  1.6299  0.687
H  -4.3100  -2.0440  0.3266  0.363
H  -1.1054  1.2075  4.6263  0.324
H  3.0336  -0.6307  -2.2324  -0.279
H  -1.3826  -1.9564  -1.7755  0.303
H  1.7504  5.7582  2.9211  0.348
H  2.3808  -3.6965  -1.8862  0.534
H  3.4565  1.5509  1.7463  -0.012
H  1.4375  -2.4119  -1.1392  -0.196
H  2.3541  -0.3011  4.2882  0.020
H  0.4673  -2.3375  -5.4738  0.304
H  3.9824  -2.0016  -2.8856  0.519
H  0.4767  6.4964  -0.5823  0.428
H  0.6429  -3.5792  -2.2123  0.192
H  -3.7547  0.9853  -3.0686  0.346
H  -6.3209  -1.9253  1.7628  0.407
H  6.1644  -0.1781  2.7005  0.382
H  -3.7641  -4.5968  -4.1648  0.385
H  0.8846  -1.2625  4.4636  0.374
H  -2.4039  0.7642  -4.9033  0.262
H  0.6566  0.0535  2.4547  -1.870
H  -2.2363  2.9274  -3.9836  0.367
H  1.8989  2.1585  5.1664  0.238
H  5.0182  1.5936  0.8805  0.542
H  -4.2616  -5.9650  -2.1625  0.371
H  1.1236  0.1637  5.4741  0.407
H  -2.3174  -2.5838  -3.9631  0.284
H  2.0128  -2.7850  -4.1077  0.462
H  5.6054  -2.2843  0.1388  0.363
H  -1.4118  1.2420  2.8807  0.331
H  6.3122  -0.6554  -0.0365  0.402
H  -1.3763  -0.3093  3.7327  0.354
H  -3.1450  -0.0112  -1.7487  0.278

Computed properties:
LUMO energy: 2.2 eV
total charge: -1

---

One value per record, in order, for orbital gap: 9.567, 4.344 eV.